No. 1
A structure of composition B2F8K. Source: the Open Molecules 2025 dataset; level of theory: wB97M-V/def2-TZVPD.

The energy above the lowest of the compared OMol25 structures with the same formula, charge and spin is 13.9 kJ/mol. Its total charge is -1. The value obtained for the LUMO energy is 1.792 eV. The molecular weight is 212.7 g/mol. The orbital gap is 10.24 eV. The spin multiplicity is 1. For the total energy, the calculation gives -39434.908 eV.

XYZ file:
```
11
Properties=species:S:1:pos:R:3:forces:R:3
F -6.1767 13.8112 13.2796 -0.14 -0.08 -0.26
K -8.3347 16.6951 10.4162 -0.07 -0.92 0.03
F -9.8594 15.7471 7.8972 0.29 0.38 0.28
B -10.6354 14.8542 8.6860 -0.96 -0.69 -1.18
F -6.4374 13.3511 10.9807 0.11 0.06 0.64
F -10.4304 13.5456 8.2119 0.01 0.41 0.30
F -6.2839 15.4923 11.7200 -0.07 0.76 -0.06
F -8.1633 14.2617 12.1618 -0.03 0.31 0.24
F -12.0083 15.1930 8.5529 0.47 0.05 0.12
F -10.2539 14.9816 10.0191 0.29 0.27 0.58
B -6.7626 14.1911 12.0733 0.09 -0.53 -0.69
```
Forces are in eV/Å.

Löwdin population analysis, charges in e, atoms 1 to 4: 0.108 1.000 0.044 -1.252


No. 2
A cluster of 7 separate species, C22H44O11 in total. Source: the Open Molecules 2025 dataset; level of theory: wB97M-V/def2-TZVPD.

The value obtained for the LUMO energy is -0.793 eV. The molecular weight is 484.6 g/mol. The orbital gap is 7.50 eV. The spin multiplicity is 1. For the total energy, the calculation gives -46045.902 eV.

XYZ file:
```
77
Properties=species:S:1:pos:R:3:forces:R:3
H -1.2179 3.1675 -4.5380 0.02 0.06 0.06
C -0.5194 0.0962 -0.8812 -0.31 1.22 -0.18
O -2.1391 -3.8528 1.9659 0.18 -0.35 0.29
H 1.2285 -4.0460 2.7473 -0.13 -0.01 0.05
H -0.4251 4.6463 -0.7108 -0.95 -1.74 -0.47
H -0.8082 1.9853 3.9229 -0.04 -0.04 -0.04
H 7.3821 -2.6602 0.1487 0.04 0.10 0.00
C 0.3959 -0.8222 -0.7527 1.58 -1.08 0.64
H -4.6984 2.8762 -1.4765 -0.10 0.01 -0.16
H 0.8887 -5.1324 -2.1982 -0.08 -0.15 0.12
C 0.2335 4.0777 -0.0522 -0.18 0.07 0.32
H 1.5890 3.8690 -1.6590 0.20 -0.09 0.04
O 0.9531 -3.5998 3.5568 0.12 0.03 -0.14
H 5.1829 -1.9039 1.5685 0.18 0.25 0.33
H 0.1790 1.5764 2.8391 -0.07 0.02 -0.06
H -6.1762 2.5206 -0.5596 0.09 0.13 -0.06
O 7.6601 2.4231 0.3242 -0.12 0.05 0.13
H -0.3946 4.1799 -3.7684 -0.09 -0.09 -0.02
C 0.2803 -3.1531 -1.6363 0.28 -0.78 0.24
H -1.8383 -3.7141 2.8729 0.13 0.02 -0.09
O -1.8261 -0.1371 -0.6647 -0.50 0.35 0.13
C -0.0844 1.4780 -1.3070 0.30 -1.02 0.69
H -0.9426 -2.3051 -0.1070 0.17 -0.12 0.55
H 3.6853 2.2935 0.2624 -0.34 0.11 -0.20
C 1.8137 -0.3954 -0.9989 -1.58 1.06 0.52
C -3.5339 -0.1139 1.0997 -0.58 -0.36 -0.06
C -3.9342 -1.5762 0.7772 -0.06 0.89 0.95
H -4.9877 -1.6530 1.0532 -0.03 -0.30 -0.32
O -0.7597 1.5566 3.0606 0.14 0.01 0.28
C 1.2704 1.9501 -0.8628 -1.24 0.67 0.28
C 4.0739 0.2734 0.7978 0.28 0.39 -0.11
H -3.3933 -2.2341 1.4662 -0.02 0.03 -0.65
C -2.0972 0.1635 0.7275 0.02 -0.17 0.36
H -5.8492 -1.0688 -1.6447 -0.40 -0.13 -0.03
H 4.2592 1.3528 -1.0848 0.08 -0.17 0.07
H 1.7857 -4.5247 -0.8324 -0.12 0.07 0.15
C -6.1859 -0.2212 -1.0469 1.45 -0.07 0.40
C -4.5252 0.9423 0.5715 1.00 -0.33 -0.71
O 8.0756 -3.1615 -0.2960 -0.06 0.02 -0.04
H -6.1355 2.0564 -2.2318 0.36 0.17 -0.24
C 2.1907 1.0310 -0.6941 0.82 -0.30 0.52
H -2.5819 -4.7087 1.9918 0.01 0.06 -0.05
H 8.0862 2.5805 1.1730 0.00 -0.04 -0.06
H 1.7408 -3.1294 3.8500 -0.09 -0.03 0.07
H -6.4404 -0.5858 -0.0523 -0.38 -0.11 -0.18
H -7.0406 0.2670 -1.5072 -0.04 -0.11 -0.02
H -1.4421 -0.4798 1.3300 -0.04 0.03 -0.05
C 0.7856 -4.5586 -1.2738 -0.02 0.19 -0.41
H 0.5718 4.5854 1.9843 1.06 -1.79 0.36
H 0.0968 -5.0850 -0.6100 0.08 0.02 0.05
C 0.1076 -2.2470 -0.3840 -0.08 -0.19 -1.56
O 2.6194 -1.1657 -1.4041 1.90 -1.46 -0.44
C -5.5056 2.1533 -1.3471 -0.11 -0.44 0.57
H -3.5692 -0.0538 2.1945 0.22 0.18 -0.03
O 5.9021 -0.2795 -0.6575 1.08 0.92 -1.86
O -0.7879 4.0248 -4.6339 0.04 -0.02 0.02
C 5.3401 -0.4230 0.3584 -0.82 -0.85 1.31
H -5.4124 1.0056 1.2078 0.04 -0.04 -0.02
C -0.0611 4.0310 1.2843 0.42 0.20 -0.09
H -3.7719 -1.8220 -0.2703 -0.06 -0.16 0.06
H -4.0021 1.9068 0.6166 -0.18 0.02 0.21
H -1.8137 1.1975 0.9559 -0.11 -0.04 -0.22
C 1.4539 3.4239 -0.6627 0.33 2.35 -0.59
H -0.6692 -3.2778 -2.1608 -0.05 0.28 0.05
H 7.2258 1.5682 0.4133 0.13 -0.04 -0.14
H 8.1822 -2.7113 -1.1409 -0.01 -0.02 0.06
H 4.2959 0.7767 1.7426 0.01 -0.18 0.06
H -4.1634 0.5226 -1.5772 0.14 -0.35 0.35
H 3.3193 -0.4871 1.0174 0.07 0.04 -0.01
H 0.9971 -2.7457 -2.3476 -0.08 0.24 0.09
H 0.7755 -2.6314 0.3878 -0.11 0.27 0.21
C -4.9743 0.7607 -0.8881 -1.57 1.30 -0.44
H 2.3449 3.6968 -0.0900 0.05 -0.42 0.04
C 3.5867 1.3280 -0.2241 0.24 -0.85 0.03
O -0.8134 2.1269 -1.9871 -0.94 1.38 -0.94
O 5.8849 -1.3085 1.2631 -0.48 -0.47 0.18
H -0.9229 3.5039 1.6895 -1.07 1.72 -0.18
```
Forces are in eV/Å.

Löwdin population analysis, charges in e, atoms 1 to 4: 0.027 -0.195 -0.059 0.030


No. 3
A structure of composition C3H9N2O. Source: the Open Molecules 2025 dataset; level of theory: wB97M-V/def2-TZVPD.

The energy above the lowest of the compared OMol25 structures with the same formula, charge and spin is 462.9 kJ/mol. Its total charge is +1. The value obtained for the LUMO energy is -3.136 eV. The molecular weight is 89.1 g/mol. The orbital gap is 9.08 eV. The spin multiplicity is 1. For the total energy, the calculation gives -8274.276 eV.

XYZ file:
```
15
Properties=species:S:1:pos:R:3:forces:R:3
H -2.7375 0.2377 1.2748 1.37 -0.13 -1.90
H 1.7755 -1.1424 -0.9763 -0.30 -1.02 -0.94
H -1.3064 -1.3232 -0.3741 0.61 1.01 0.48
C 1.8689 -0.2392 -0.4567 -3.16 1.64 2.65
N -1.1294 -0.2857 -0.3265 -0.06 -1.41 -1.09
N 2.9032 -0.0523 0.3292 0.59 3.58 -0.05
H -3.2636 -0.2649 -0.4602 1.44 0.93 1.33
O 0.9166 0.7789 -0.6005 1.06 -0.65 0.64
H -2.4732 1.3809 -0.2700 0.06 -1.97 1.36
H -0.8904 -0.0818 -1.3962 -0.95 0.16 2.76
C -2.4368 0.2884 0.1579 -2.58 1.69 -2.08
H 3.1730 0.9499 0.6224 -0.70 -2.45 -0.45
H 3.4073 -0.8279 0.6662 0.88 -0.70 0.23
C 0.1075 0.0754 0.4175 2.18 -1.17 -3.16
H 0.0852 0.5063 1.3926 -0.45 0.51 0.22
```
Forces are in eV/Å.

Löwdin population analysis, charges in e, atoms 1 to 4: 0.131 0.131 0.175 -0.190


No. 4
An isolated molecule of CH3ClN4. Source: the Open Molecules 2025 dataset; level of theory: wB97M-V/def2-TZVPD.

The energy above the lowest of the compared OMol25 structures with the same formula, charge and spin is 0.0 kJ/mol. The value obtained for the LUMO energy (alpha / beta) is 0.904 / -1.469 eV. The expectation value of S² is 2.014. The molecular weight is 106.5 g/mol. The orbital gap (alpha / beta) is 7.22 / 8.37 eV. The spin multiplicity is 3. For the total energy, the calculation gives -19562.240 eV.

XYZ file:
```
9
Properties=species:S:1:pos:R:3:forces:R:3
N -0.1526 -1.2284 0.7213 -2.81 -3.41 3.75
N 0.4115 0.8169 0.0116 0.22 -2.46 0.48
N 0.6042 -1.8359 -0.0859 3.05 -1.79 -3.41
H -0.7710 -1.8335 1.3198 0.63 1.79 -0.56
H -1.0942 2.0747 -0.7798 0.96 -0.27 0.02
H 0.2115 -2.7613 -0.0624 0.45 -0.93 -0.49
N -0.3217 0.0360 0.8009 -1.16 6.47 -0.24
C -0.0188 1.8006 -0.6583 -1.18 0.66 0.54
Cl 1.1310 2.9310 -1.2671 -0.17 -0.06 -0.10
```
Forces are in eV/Å.

Löwdin population analysis, charges in e, atoms 1 to 4: -0.255 -0.063 0.079 0.166


No. 5
A structure of composition C34H41N5O4STi. Source: the Open Molecules 2025 dataset; level of theory: wB97M-V/def2-TZVPD.

The energy above the lowest of the compared OMol25 structures with the same formula, charge and spin is 82.0 kJ/mol. Its total charge is -2. The value obtained for the LUMO energy (alpha / beta) is 4.528 / 4.520 eV. The expectation value of S² is 2.033. The molecular weight is 663.7 g/mol. The orbital gap (alpha / beta) is 3.60 / 6.30 eV. The spin multiplicity is 3. For the total energy, the calculation gives -85515.903 eV.

XYZ file:
```
86
Properties=species:S:1:pos:R:3:forces:R:3
H 4.6271 1.2803 1.2938 -0.12 0.09 -0.11
H 2.2010 1.6082 -1.5380 -0.26 -0.35 0.07
H -3.4109 5.9303 -4.5194 -0.14 -0.24 -0.24
C 0.3316 -2.2271 -3.2813 0.38 1.20 -0.14
H 6.1227 -0.3378 1.9532 0.11 0.00 0.29
Ti -0.9531 0.7931 -0.5638 0.08 -0.73 0.21
H -2.5650 -3.8928 -1.4485 0.35 0.29 -0.03
H -2.7710 2.7252 4.5115 -0.16 0.14 -0.70
H -1.2930 -3.9090 2.8471 -0.16 0.04 0.20
O -1.6660 0.8603 -2.3853 -0.34 0.40 -0.07
H -0.6310 -5.1628 -2.4205 0.20 0.53 -0.22
H 3.6942 0.4038 -5.3560 -0.20 -0.01 0.13
H 2.7814 1.2264 2.6693 0.02 0.11 0.27
H -1.6204 -2.3960 -1.6215 0.02 -0.19 0.28
N 0.5186 -3.4022 -2.8712 -0.49 -0.47 0.04
C -0.5583 -3.3605 2.2403 0.43 -0.57 -0.11
H 2.1620 -1.5900 -5.4127 0.18 -0.03 0.13
C 2.2136 -0.9420 -4.5419 -0.20 0.43 0.25
N 4.4902 -1.6050 2.3318 -0.29 0.15 0.48
C 2.1928 0.8891 -2.3508 -0.21 -0.47 -0.56
H 3.0412 -1.4279 -0.4486 -0.24 -0.06 0.75
C -2.3435 3.1345 -2.7433 0.65 1.43 0.87
S -0.4909 3.1266 -0.5384 0.32 -0.31 0.22
C -0.7773 -4.0793 -2.6239 0.29 -0.68 0.46
N -0.8692 -0.0386 2.5360 -0.63 0.24 -0.31
H -3.2437 -3.4509 1.3467 0.37 0.36 0.14
H 3.2234 -1.3280 3.9741 0.12 0.06 0.27
H -0.5158 5.6401 -1.3682 -0.03 0.26 -0.08
C -2.5887 1.6609 -2.8645 0.55 -0.94 0.20
H -1.3807 -3.9990 -3.5179 -0.33 -0.04 -0.30
C 0.1780 -2.3163 3.0835 0.15 0.89 0.21
H -4.3402 2.7864 -0.1557 0.11 -0.10 0.26
H 0.1223 -0.5061 4.2726 0.66 -0.03 0.61
C -4.0152 3.7119 3.1213 -1.64 1.46 -1.18
O -3.5551 1.2284 -3.4705 -0.22 0.26 -0.14
H 2.8647 -2.8768 2.2445 0.08 -0.01 -0.43
O 0.5567 -0.4152 -1.3398 -0.84 0.15 0.02
H -2.6250 -1.7823 1.9057 -0.27 -0.59 -0.20
O -2.5355 0.9243 0.4031 -0.06 0.12 -0.65
C -1.5375 -3.4774 -1.4437 -0.56 0.14 -0.08
C -1.6012 0.9136 3.1436 -0.11 0.33 -0.65
H 0.2054 -4.1330 1.9671 -0.44 0.50 0.19
C 5.2761 -0.7824 1.4299 0.35 0.21 -0.08
C -2.5578 1.8092 2.5928 0.02 0.04 0.03
C -1.2422 5.1908 -2.0318 -0.32 -1.23 0.42
C 3.5061 -2.3590 1.5138 0.19 0.43 0.67
C -4.4700 3.7299 1.7959 -0.05 -0.30 -0.85
C 2.9886 1.0661 -3.4374 1.40 0.64 -0.71
C 2.7034 0.1644 2.4401 0.32 -0.10 0.91
C -0.8744 -3.8002 -0.1140 0.79 -0.53 0.40
C -3.0739 1.8266 1.2571 1.10 -0.88 0.47
C -3.0178 3.9312 -3.6673 -0.45 0.66 -0.62
C -2.8556 5.3194 -3.8253 0.58 -0.80 0.93
H -2.9378 -2.0890 0.2387 0.02 -0.03 -0.23
H 4.5861 0.4016 -0.2531 -0.13 0.13 -0.02
N -1.1801 -2.9196 1.0099 0.30 -0.10 -1.00
C -0.5133 -0.9987 3.5409 0.07 -0.98 -0.54
C 3.7514 -0.6927 3.2635 -0.47 -0.33 -0.82
H 3.6956 1.8950 -3.4285 -0.15 0.05 -0.15
H -1.1204 -4.8778 0.1294 0.05 0.50 -0.07
H -0.6771 -1.7801 -3.3912 0.15 -0.34 -0.07
H -4.4386 4.4580 3.8062 0.43 -0.40 0.01
C 2.7363 -1.3563 0.6250 -0.94 -0.13 -0.96
H 1.6589 -0.1216 2.5979 0.25 0.04 0.13
H -1.6397 6.9757 -3.0107 -0.43 -0.22 -0.36
H 0.2276 -3.7740 -0.2500 -0.49 0.01 0.01
C 4.3938 0.3222 0.8209 0.34 0.04 -0.26
H -5.1129 4.4971 1.3840 -0.17 0.10 0.30
C -3.1122 2.7825 3.4527 1.34 -1.01 2.48
N 3.0021 0.0095 1.0554 0.07 0.12 -1.14
H 1.0895 -2.0337 2.5453 -0.28 -0.13 0.11
C 3.0121 0.2057 -4.5290 0.21 -0.55 -0.46
H 4.4908 -0.0607 3.7706 -0.14 -0.16 0.02
H -1.5022 1.0653 4.2386 0.09 -0.27 -0.18
C -4.0074 2.7536 0.8852 -0.37 0.71 -0.18
H 0.5016 -2.8162 4.0154 -0.02 0.00 -0.28
H 4.0588 -3.0952 0.9246 -0.11 -0.05 0.03
C -1.9169 5.9153 -2.9851 0.35 0.67 0.19
C 1.3507 -0.2317 -2.3908 -0.49 0.14 1.68
C -1.4593 3.8014 -1.8156 -0.24 0.08 -1.50
H -3.7067 3.4011 -4.3122 -0.05 -0.01 -0.04
H -1.4095 -1.2645 4.1006 -0.34 -0.38 0.30
H 5.7084 -1.4164 0.6570 -0.06 -0.20 -0.12
C -2.5678 -2.5775 1.1343 -0.32 0.60 0.71
C 1.3907 -1.1808 -3.4493 -0.38 0.35 0.57
H 1.6263 -1.4807 0.6462 0.85 -0.16 -0.08
```
Forces are in eV/Å.

Löwdin population analysis, charges in e, atoms 1 to 4: 0.113 0.102 0.077 -0.146


No. 6
The ion C6H10N3O with charge +1. Source: the Open Molecules 2025 dataset; level of theory: wB97M-V/def2-TZVPD.

The energy above the lowest of the compared OMol25 structures with the same formula, charge and spin is 371.3 kJ/mol. Its total charge is +1. The value obtained for the LUMO energy is -4.391 eV. The molecular weight is 140.2 g/mol. The orbital gap is 8.78 eV. The spin multiplicity is 1. For the total energy, the calculation gives -12892.793 eV.

XYZ file:
```
20
Properties=species:S:1:pos:R:3:forces:R:3
C 3.8570 0.0225 0.1838 -0.72 -0.86 1.57
C 0.1682 -0.1536 -0.1877 1.23 -0.03 0.35
H -3.7404 -0.2460 0.7324 0.48 -0.23 -1.05
H 1.1279 1.5915 0.5405 0.13 3.20 1.20
H -1.2351 2.2175 -0.6323 0.62 -1.05 -0.20
H 4.1867 -0.9705 -0.2031 0.33 0.83 0.61
H -3.9695 -1.8172 0.1087 0.62 0.06 0.07
H -2.7016 1.3219 -0.9693 0.82 0.00 1.13
H -2.1163 1.8043 0.7428 -0.32 -0.63 -0.46
N -3.3279 -1.0251 0.1881 -4.28 0.77 1.21
H 3.9405 0.0955 1.3492 0.41 -0.17 -2.23
O 1.9429 -1.2964 -0.4260 0.62 0.79 -1.14
H 4.4047 0.8212 -0.3199 -0.34 -0.02 0.16
N -1.2183 0.0615 -0.1185 -3.42 -2.94 -0.68
N 0.6081 -1.2704 -0.6280 -0.57 -1.93 -0.06
C 1.2717 0.6381 0.2618 -1.42 -0.75 -1.38
C -1.8298 1.3754 -0.2433 -1.34 1.38 -0.01
C 2.3757 -0.0459 -0.0564 0.24 -1.50 0.82
C -2.1254 -1.0935 -0.1497 6.63 3.75 1.00
H -1.6191 -2.0307 -0.1732 0.28 -0.67 -0.93
```
Forces are in eV/Å.

Löwdin population analysis, charges in e, atoms 1 to 4: 0.017 -0.304 0.171 0.082


- The lowest molecular weight belongs to which entry?
  C3H9N2O